Model one:
ORCA calculation (the ωB97M-V functional and the def2-TZVPD basis) on 2 unconnected molecules or ions with the total composition CHIS2.

As for the HOMO energy: -9.72 eV.

Structure (ORCA input):
```
! RIJCOSX wB97M-V def2-TZVPD def2/J DEFGRID3
* xyz 0 1
C -0.769 -0.954 1.630
S -1.181 -2.179 0.772
S -0.341 0.287 2.423
I 1.402 1.556 -1.633
H 0.889 1.290 -3.193
*
```


Model two:
ORCA calculation (the ωB97M-V functional and the def2-TZVPD basis) on CHIS2 in the gas phase.

Its structure (SMILES) is S=C(S)I. As for the HOMO energy: -9.04 eV.

Structure (ORCA input):
```
! RIJCOSX wB97M-V def2-TZVPD def2/J DEFGRID3
* xyz 0 1
C 1.403 -1.497 -0.091
S 2.128 -2.888 -0.037
S -0.167 -1.031 0.090
I 2.863 0.581 -0.017
H 0.383 0.316 0.298
*
```


Relative energies with respect to the most stable structure, expressed in eV: model one 0.000; model two 1.351.


Model one:
ORCA calculation (the ωB97M-V functional and the def2-TZVPD basis) on C7H10N2 in the gas phase.

Its structure (SMILES) is C1[C@H]2N[C@@H]3[C@H]2[C@H]1N1C[C@H]31. As for the HOMO energy: -8.64 eV.

Structure (ORCA input):
```
! RIJCOSX wB97M-V def2-TZVPD def2/J DEFGRID3
* xyz 0 1
C 1.023 1.265 0.543
C 1.628 -0.149 0.150
C -0.018 -1.255 -0.520
C 0.809 -0.122 -1.051
C -0.006 1.182 -0.710
C -1.822 0.135 0.821
C -1.461 -0.688 -0.360
H 0.556 1.380 1.505
H 1.755 1.938 0.284
H 2.732 -0.340 0.268
H 0.388 -1.231 1.479
H 0.014 -2.174 -1.116
H 1.088 -0.279 -2.137
H -0.054 2.037 -1.383
H -2.830 0.156 1.252
H -0.953 0.100 1.587
H -2.276 -1.433 -0.746
N 0.908 -1.243 0.635
N -1.480 0.719 -0.500
*
```


Model two:
ORCA calculation (the ωB97M-V functional and the def2-TZVPD basis) on C7H10N2 in the gas phase.

Its structure (SMILES) is C[C@]12CC=CC=NN1C2. As for the HOMO energy: -8.48 eV.

Structure (ORCA input):
```
! RIJCOSX wB97M-V def2-TZVPD def2/J DEFGRID3
* xyz 0 1
C -2.362 0.004 -0.376
C -0.882 -0.032 -0.082
C -0.096 1.252 -0.463
C 1.351 1.325 0.093
C 2.201 0.277 0.174
C 1.919 -1.036 -0.361
C -0.572 -0.933 1.104
H -2.531 0.641 -1.369
H -3.026 0.477 0.619
H -2.675 -1.126 -0.548
H -0.008 1.158 -1.604
H -0.636 2.211 -0.144
H 1.636 2.253 0.565
H 3.193 0.435 0.592
H 2.840 -1.504 -0.786
H -1.329 -1.419 1.701
H 0.335 -0.840 1.829
N 0.974 -1.737 -0.694
N -0.332 -1.408 -0.252
*
```


Model three:
ORCA calculation (the ωB97M-V functional and the def2-TZVPD basis) on a molecular structure, C7H10N2.

As for the HOMO energy: -8.27 eV.

Structure (ORCA input):
```
! RIJCOSX wB97M-V def2-TZVPD def2/J DEFGRID3
* xyz 0 1
C 0.716 -1.576 -0.087
C 1.273 -0.592 -1.094
C 0.493 1.788 1.015
C -0.150 0.785 1.915
C -1.319 -0.666 -1.347
C -0.096 -0.381 -0.472
C -0.369 0.707 0.463
N -2.264 0.340 -1.051
N -2.120 1.174 -0.214
H 0.481 -2.610 -0.156
H 1.274 -1.428 0.927
H 2.051 -0.142 -0.554
H 1.575 -0.854 -2.043
H 0.174 2.801 0.781
H 1.487 1.631 0.598
H 0.561 0.336 2.554
H -1.083 1.142 2.296
H -1.016 -0.761 -2.390
H -1.668 -1.695 -1.141
*
```


Model four:
ORCA calculation (the ωB97M-V functional and the def2-TZVPD basis) on C7H10N2 in the gas phase.

As for the HOMO energy (spin up / spin down): -7.91 / -7.91 eV.

Structure (ORCA input):
```
! RIJCOSX wB97M-V def2-TZVPD def2/J DEFGRID3
* xyz 0 1
C 0.809 0.280 -0.877
C -0.129 1.431 -0.415
C -0.225 -0.203 1.388
C -0.602 -1.692 -0.687
C 0.415 -0.877 0.094
C -1.044 0.934 0.634
C -2.029 0.117 0.054
N -3.371 -0.328 0.288
N -3.132 0.315 -0.730
H 0.413 -0.029 -1.876
H 1.837 0.662 -0.948
H 0.451 2.287 0.001
H -0.814 1.720 -1.224
H -0.908 -1.001 1.748
H 0.462 0.143 2.139
H -0.804 -1.686 -1.714
H -1.061 -2.401 -0.123
H 1.218 -1.530 0.369
H -1.270 1.652 1.586
*
```


Relative energies with respect to the most stable structure, expressed in eV: model one 0.000; model two 0.364; model three 0.949; model four 2.116.


Model one:
ORCA calculation (the ωB97M-V functional and the def2-TZVPD basis) on C4H8P2 in the gas phase.

Its structure (SMILES) is C/C=C/C=P#[PH2]. As for the HOMO energy (spin up / spin down): -8.00 / -7.89 eV.

Structure (ORCA input):
```
! RIJCOSX wB97M-V def2-TZVPD def2/J DEFGRID3
* xyz 0 1
C 0.266 0.443 0.141
C 1.401 -0.376 0.041
C -0.999 -0.021 0.275
C 2.774 0.219 0.000
P -2.632 0.865 -0.346
P -4.110 -0.695 -0.006
H 0.465 1.572 -0.017
H 1.422 -1.432 0.133
H -1.316 -1.068 0.437
H 2.689 1.262 -0.234
H 3.618 -0.191 -0.567
H 3.163 0.330 1.017
H -5.360 0.046 0.033
H -4.183 -1.018 -1.476
*
```


Model two:
ORCA calculation (the ωB97M-V functional and the def2-TZVPD basis) on C4H8P2 in the gas phase.

As for the HOMO energy: -8.74 eV.

Structure (ORCA input):
```
! RIJCOSX wB97M-V def2-TZVPD def2/J DEFGRID3
* xyz 0 1
C 1.947 0.123 0.521
C -0.340 -1.237 -0.034
C -0.362 1.161 -0.190
C 0.519 -0.002 -0.419
P 3.402 -0.934 -0.095
P 3.324 1.103 -0.048
H 1.776 -0.086 1.557
H -0.544 -1.282 0.956
H 0.189 -2.133 -0.258
H -1.255 -1.167 -0.445
H -1.361 1.012 -0.542
H 0.075 2.048 -0.628
H -0.502 1.440 0.837
H 0.617 -0.095 -1.491
*
```


Model three:
ORCA calculation (the ωB97M-V functional and the def2-TZVPD basis) on C4H8P2 in the gas phase.

Its structure (SMILES) is CC=P1=P[C@H]1C. As for the HOMO energy (spin up / spin down): -8.17 / -7.67 eV.

Structure (ORCA input):
```
! RIJCOSX wB97M-V def2-TZVPD def2/J DEFGRID3
* xyz 0 1
C -1.527 0.268 -0.093
C 0.882 -0.909 0.710
C -2.134 1.584 -0.614
C 2.344 -0.975 0.984
P 0.060 0.707 0.749
P -1.920 0.287 1.783
H -1.673 -0.715 -0.624
H 0.360 -1.779 0.884
H -1.882 2.409 -0.061
H -3.346 1.555 -0.569
H -1.896 1.700 -1.738
H 2.433 -1.551 2.002
H 2.875 -0.106 1.151
H 2.924 -1.509 0.074
*
```


Relative energies with respect to the most stable structure, expressed in eV: model one 1.163; model two 0.000; model three 1.880.


Model one:
ORCA calculation (the ωB97M-V functional and the def2-TZVPD basis) on a gas-phase ion, C6H16N2 (charge -1).

As for the HOMO energy (spin up / spin down): 1.34 / -4.92 eV.

Structure (ORCA input):
```
! RIJCOSX wB97M-V def2-TZVPD def2/J DEFGRID3
* xyz -1 2
C 1.133 -0.424 0.114
N -0.029 -0.480 0.989
C -1.324 -0.815 0.405
C -1.345 -1.916 -0.689
C -2.278 -1.097 1.523
C 1.908 0.917 0.289
N 2.232 1.691 -0.910
C 1.086 2.562 -1.299
H 0.848 -0.517 -0.935
H 1.798 -1.240 0.440
H 0.137 -1.052 1.804
H -1.675 0.052 -0.192
H -0.699 -2.733 -0.365
H -2.370 -1.979 -1.054
H -0.859 -1.588 -1.625
H -2.118 -2.008 2.089
H -2.290 -0.239 2.216
H -3.337 -1.116 1.240
H 2.866 0.720 0.797
H 1.365 1.541 0.995
H 2.392 1.175 -1.763
H 0.186 2.034 -1.617
H 1.590 3.279 -1.965
H 0.783 3.233 -0.486
*
```


Model two:
ORCA calculation (the ωB97M-V functional and the def2-TZVPD basis) on a gas-phase ion, C6H16N2 (charge -1).

As for the HOMO energy (spin up / spin down): 1.39 / -5.12 eV.

Structure (ORCA input):
```
! RIJCOSX wB97M-V def2-TZVPD def2/J DEFGRID3
* xyz -1 2
C 1.086 2.138 -0.020
N 0.615 0.803 0.302
C -0.736 0.468 -0.202
C -1.320 -0.645 0.657
C -0.405 -1.866 0.802
N -1.174 -3.030 1.264
C -0.658 0.155 -1.691
C 2.433 2.100 -0.742
H 0.381 2.695 -0.640
H 1.189 2.675 0.934
H 1.247 0.046 0.125
H -1.373 1.348 -0.064
H -1.467 -0.204 1.649
H -2.318 -0.899 0.293
H 0.170 -2.076 -0.108
H 0.325 -1.597 1.566
H -0.693 -3.882 1.004
H -2.073 -3.005 0.780
H -0.197 -0.829 -1.828
H -1.570 0.165 -2.282
H -0.025 0.876 -2.222
H 3.172 1.512 -0.199
H 2.265 1.635 -1.720
H 2.825 3.088 -0.985
*
```


Relative energies with respect to the most stable structure, expressed in eV: model one 0.936; model two 0.000.